DFT (wB97M-V/def2-TZVPD) results for a molecular structure, C43H61I2N6OPSZr in a non-equilibrium geometry.

```
116
Properties=species:S:1:pos:R:3:lowdin_charge:R:1
Zr -0.231 0.307 -0.170 1.568
C 0.518 5.514 -4.061 -0.068
C -0.144 5.451 -2.677 -0.180
C -0.597 4.065 -2.335 -0.111
C -1.829 3.512 -2.548 -0.110
C -3.061 4.177 -3.076 -0.175
C -4.016 4.563 -1.938 -0.068
C -1.751 2.140 -2.130 -0.245
C -2.708 1.169 -2.377 0.019
C -2.573 -0.193 -2.169 -0.272
C -3.492 -1.193 -2.646 -0.113
C -4.823 -0.920 -3.280 -0.175
C -4.816 -1.040 -4.809 -0.064
C -2.932 -2.406 -2.365 -0.153
C -1.699 -2.148 -1.664 -0.243
C -0.891 -3.118 -1.098 -0.006
C 0.211 -2.887 -0.288 -0.278
N 0.677 -1.634 0.031 -0.046
C 1.824 -1.824 0.780 -0.230
C 2.807 -0.864 0.962 0.064
C 2.866 0.394 0.376 -0.235
N 1.831 1.015 -0.290 -0.033
C 2.324 2.214 -0.749 -0.224
C 1.561 3.168 -1.408 0.052
C 0.228 3.044 -1.749 -0.223
N -0.509 1.887 -1.584 -0.058
C 3.705 2.348 -0.376 -0.127
C 4.040 1.223 0.326 -0.132
C 5.377 0.877 0.911 -0.172
C 5.474 1.185 2.410 -0.078
C 4.592 3.498 -0.744 -0.181
C 5.181 3.343 -2.153 -0.068
C 1.990 -3.225 1.057 -0.117
C 1.004 -3.885 0.369 -0.129
C 0.804 -5.361 0.224 -0.174
C 1.360 -5.894 -1.106 -0.064
C 3.094 -3.814 1.882 -0.182
C 4.297 -4.264 1.040 -0.063
N -1.498 -0.790 -1.548 -0.065
C -3.442 -3.763 -2.735 -0.196
C -2.773 -4.301 -4.010 -0.063
H 0.831 6.532 -4.293 0.081
H -0.178 5.186 -4.835 0.082
H 1.396 4.868 -4.107 0.072
H -1.002 6.123 -2.652 0.113
H 0.555 5.808 -1.918 0.111
H -3.572 3.513 -3.776 0.114
H -2.780 5.066 -3.640 0.113
H -4.325 3.683 -1.369 0.070
H -4.910 5.046 -2.334 0.081
H -3.532 5.258 -1.250 0.080
H -3.618 1.501 -2.856 0.119
H -5.163 0.076 -2.996 0.107
H -5.549 -1.624 -2.866 0.116
H -4.079 -0.369 -5.252 0.083
H -5.796 -0.783 -5.212 0.082
H -4.583 -2.057 -5.124 0.064
H -1.154 -4.150 -1.290 0.119
H 3.694 -1.183 1.496 0.117
H 2.050 4.099 -1.667 0.122
H 6.149 1.433 0.379 0.114
H 5.585 -0.182 0.741 0.114
H 5.285 2.244 2.603 0.078
H 6.469 0.949 2.786 0.082
H 4.750 0.600 2.983 0.062
H 5.401 3.573 -0.016 0.112
H 4.030 4.432 -0.684 0.111
H 5.783 2.436 -2.222 0.081
H 5.818 4.193 -2.398 0.081
H 4.391 3.278 -2.903 0.074
H -0.260 -5.600 0.287 0.110
H 1.295 -5.874 1.053 0.113
H 0.848 -5.441 -1.957 0.071
H 1.232 -6.975 -1.169 0.083
H 2.422 -5.670 -1.203 0.070
H 2.705 -4.671 2.435 0.114
H 3.424 -3.084 2.623 0.106
H 4.022 -5.080 0.373 0.067
H 5.103 -4.614 1.684 0.082
H 4.677 -3.443 0.429 0.078
H -4.524 -3.714 -2.877 0.113
H -3.263 -4.467 -1.919 0.094
H -2.908 -3.610 -4.842 0.071
H -3.200 -5.263 -4.291 0.083
H -1.700 -4.433 -3.860 0.074
S -2.283 -2.758 1.628 0.413
C -2.335 -2.304 3.317 -0.719
N -3.388 -2.412 4.092 0.043
C -3.350 -2.095 5.530 -0.118
C -1.945 -2.342 6.047 -0.139
C -0.953 -1.559 5.205 -0.132
N -1.177 -1.869 3.786 0.053
H -4.260 -2.704 3.675 0.052
H -4.074 -2.734 6.028 0.136
H -3.650 -1.056 5.678 0.135
H -1.715 -3.407 5.991 0.132
H -1.873 -2.037 7.088 0.132
H 0.072 -1.827 5.450 0.136
H -1.080 -0.487 5.365 0.100
H -0.428 -1.709 3.124 0.118
C 2.031 2.251 3.186 -0.142
P 0.349 1.955 2.677 0.587
C -0.079 3.383 1.696 -0.170
C -0.648 2.008 4.157 -0.168
O 0.220 0.596 1.957 -0.602
H 2.080 3.185 3.753 0.081
H 2.671 2.328 2.306 0.043
H 2.382 1.431 3.814 0.070
H -0.135 4.244 2.367 0.079
H -1.040 3.268 1.198 0.005
H 0.707 3.569 0.965 0.047
H -0.685 3.034 4.529 0.074
H -0.196 1.376 4.923 0.049
H -1.659 1.669 3.930 0.017
I -2.815 0.874 1.135 0.339
I -4.547 -3.047 1.026 0.687
```

As for the net charge: +2. As for the energy above the lowest of the compared OMol25 structures with the same formula, charge and spin: 7.6 kJ/mol. The value obtained for the LUMO energy is -5.990 eV. The spin multiplicity is 1. Its frontier orbital gap is 5.649 eV.

=====

DFT (wB97M-V/def2-TZVPD) results for a molecular structure, C43H62BN5O5PPtS in a non-equilibrium geometry.

```
119
Properties=species:S:1:pos:R:3:lowdin_charge:R:1
Pt 0.338 0.038 -0.333 1.228
B 1.394 -3.358 -0.339 -0.429
N 2.492 -2.271 -0.495 -0.069
C 3.769 -2.442 -0.849 -0.085
C 4.428 -1.227 -0.757 -0.054
C 3.443 -0.335 -0.339 -0.163
N 2.282 -0.974 -0.159 -0.082
N 0.172 -2.957 -1.209 -0.072
C -0.442 -3.696 -2.136 -0.080
C -1.607 -3.053 -2.527 -0.060
C -1.622 -1.887 -1.770 -0.154
N -0.556 -1.839 -0.957 -0.089
H 1.047 -3.417 0.830 0.063
H 1.834 -4.415 -0.750 0.074
H 4.127 -3.420 -1.135 0.116
H 5.457 -1.009 -0.994 0.091
H 3.510 0.727 -0.166 0.084
H -0.012 -4.633 -2.459 0.119
H -2.314 -3.362 -3.281 0.095
H -2.351 -1.094 -1.757 0.083
C -3.532 3.225 -0.694 -0.064
C -2.458 2.872 -1.732 -0.361
C -2.484 1.370 -1.990 -0.089
C -1.133 3.496 -1.302 -0.139
C -0.780 4.685 -1.936 -0.071
C 0.296 5.449 -1.519 -0.112
C 0.979 5.041 -0.384 -0.056
C 0.662 3.864 0.285 -0.144
C 1.383 3.608 1.605 -0.353
C 0.376 3.560 2.761 -0.068
C 2.307 2.384 1.616 -0.066
C -0.342 3.016 -0.237 -0.304
O -0.589 1.810 0.334 -0.278
H -4.513 2.842 -1.002 0.072
H -3.609 4.307 -0.559 0.076
H -3.273 2.774 0.270 0.082
H -2.725 3.362 -2.672 0.121
H -2.372 0.838 -1.050 0.043
H -1.690 1.051 -2.671 0.073
H -3.443 1.085 -2.438 0.085
H -1.376 5.014 -2.782 0.105
H 0.568 6.363 -2.036 0.090
H 1.777 5.662 0.013 0.102
H 2.014 4.483 1.763 0.116
H -0.281 2.695 2.649 0.060
H -0.242 4.463 2.765 0.083
H 0.895 3.492 3.723 0.071
H 1.764 1.480 1.364 0.031
H 2.751 2.245 2.611 0.078
H 3.122 2.512 0.897 0.076
O -0.582 -0.992 2.054 -0.354
P -0.647 -1.626 3.416 0.797
C 0.939 -2.420 3.756 -0.343
C 2.105 -1.480 3.353 -0.175
C 3.420 -1.915 4.011 -0.186
C 3.490 -3.440 4.078 -0.191
C 2.411 -3.999 5.030 -0.181
C 1.184 -3.071 5.119 -0.192
C -1.223 -0.341 4.588 -0.323
C -1.835 -0.700 5.953 -0.182
C -0.813 -0.839 7.082 -0.196
C 0.086 0.394 7.167 -0.197
C 0.790 0.642 5.832 -0.189
C -0.227 0.832 4.707 -0.194
C -1.879 -2.953 3.653 -0.352
C -3.317 -2.489 3.321 -0.186
C -3.551 -2.350 1.809 -0.189
C -3.249 -3.675 1.100 -0.192
C -1.806 -4.107 1.379 -0.195
C -1.588 -4.263 2.888 -0.180
H 0.901 -3.221 3.012 0.089
H 1.887 -0.439 3.601 0.085
H 2.206 -1.511 2.274 0.087
H 3.507 -1.501 5.023 0.108
H 4.259 -1.519 3.434 0.110
H 4.479 -3.768 4.404 0.103
H 3.340 -3.835 3.067 0.114
H 2.830 -4.130 6.031 0.103
H 2.096 -4.988 4.687 0.105
H 1.369 -2.300 5.868 0.084
H 0.312 -3.640 5.456 0.105
H -2.033 0.022 3.947 0.116
H -2.444 -1.603 5.888 0.090
H -2.520 0.115 6.215 0.120
H -0.198 -1.727 6.914 0.084
H -1.340 -0.992 8.028 0.108
H 0.815 0.278 7.973 0.106
H -0.530 1.269 7.412 0.113
H 1.443 -0.207 5.609 0.083
H 1.430 1.526 5.894 0.113
H 0.264 0.991 3.747 0.078
H -0.800 1.740 4.916 0.119
H -1.813 -3.163 4.727 0.100
H -3.557 -1.553 3.833 0.095
H -4.006 -3.246 3.711 0.115
H -2.890 -1.576 1.407 0.099
H -4.582 -2.039 1.626 0.107
H -3.406 -3.578 0.024 0.097
H -3.940 -4.447 1.469 0.108
H -1.129 -3.338 0.997 0.068
H -1.569 -5.040 0.861 0.117
H -0.579 -4.626 3.097 0.097
H -2.281 -5.022 3.271 0.115
O -0.295 -1.198 -5.024 0.034
C 0.326 -0.277 -4.523 -0.531
N 1.104 -0.336 -3.392 -0.073
S 1.868 1.024 -3.143 0.617
O 1.609 1.532 -1.775 -0.404
O 3.264 1.000 -3.508 -0.305
C 1.001 2.016 -4.326 -0.214
C 1.046 3.371 -4.593 -0.041
C 0.294 3.829 -5.668 -0.084
C -0.462 2.946 -6.444 -0.080
C -0.493 1.586 -6.150 -0.014
C 0.247 1.137 -5.073 -0.148
H 1.627 4.047 -3.975 0.117
H 0.293 4.887 -5.903 0.098
H -1.034 3.329 -7.281 0.095
H -1.076 0.881 -6.730 0.115
```

As for the net charge: -1. As for the energy above the lowest of the compared OMol25 structures with the same formula, charge and spin: 23.6 kJ/mol. The value obtained for the LUMO energy (alpha / beta) is 2.263 / 2.079 eV. The spin multiplicity is 3. The expectation value of S² is 2.005. Its frontier orbital gap (alpha / beta) is 7.182 / 7.071 eV.

=====

DFT (wB97M-V/def2-TZVPD) results for a molecular structure, C43H62N4O16S in a non-equilibrium geometry.

```
126
Properties=species:S:1:pos:R:3:lowdin_charge:R:1
C -4.691 -4.501 4.518 0.128
C -4.096 -3.496 4.235 -0.070
C -3.575 -2.222 3.812 -0.125
C -3.108 -2.046 2.535 -0.238
O -3.102 -3.093 1.679 -0.042
C -3.874 -2.878 0.475 -0.157
C -4.708 -4.123 0.192 -0.195
N -5.680 -3.953 -0.880 -0.043
C -6.722 -2.954 -0.604 -0.203
C -8.139 -3.536 -0.663 -0.422
C -9.121 -2.440 -0.223 -0.059
O -8.233 -4.623 0.256 -0.037
C -2.628 -0.761 2.108 0.071
C -2.636 0.314 2.947 -0.210
N -2.186 1.566 2.490 0.032
C -2.980 2.126 1.371 -0.232
C -2.209 2.141 0.035 -0.082
C -3.106 0.153 4.288 -0.290
N -3.185 1.112 5.217 -0.212
S -3.801 0.385 6.518 1.011
N -3.995 -1.124 5.995 -0.205
C -3.574 -1.127 4.724 -0.303
H -5.190 -5.413 4.741 0.030
H -3.186 -2.631 -0.338 0.129
H -4.532 -2.024 0.655 0.117
H -5.185 -4.436 1.122 0.119
H -4.029 -4.930 -0.096 0.125
H -5.162 -3.652 -1.696 0.104
H -6.619 -2.119 -1.305 0.127
H -6.616 -2.512 0.395 0.112
H -8.393 -3.876 -1.664 0.142
H -8.770 -1.992 0.712 0.076
H -9.148 -1.629 -0.955 0.079
H -10.116 -2.843 -0.049 0.079
H -7.898 -4.288 1.095 0.084
H -2.279 -0.674 1.088 0.131
H -2.204 2.221 3.261 0.105
H -3.297 3.137 1.625 0.108
H -3.905 1.557 1.239 0.106
H -2.680 1.524 -0.733 0.065
H -2.149 3.159 -0.351 0.069
H -1.196 1.780 0.190 0.043
O 1.347 2.629 0.243 0.109
C 1.679 1.839 -0.594 -0.485
O 0.797 0.976 -1.164 0.000
C 1.493 0.086 -2.062 -0.142
C 2.777 0.814 -2.424 -0.144
C 3.066 1.609 -1.160 -0.070
H 1.680 -0.855 -1.538 0.125
H 0.859 -0.113 -2.924 0.123
H 3.576 0.148 -2.719 0.092
H 2.590 1.500 -3.251 0.106
H 3.649 1.037 -0.437 0.135
H 3.559 2.554 -1.367 0.119
O 2.916 2.758 -5.787 0.114
C 2.515 3.648 -5.095 -0.500
O 3.164 4.073 -3.985 0.015
C 2.372 5.075 -3.309 -0.139
C 1.444 5.643 -4.370 -0.156
C 1.228 4.432 -5.272 -0.072
H 1.829 4.590 -2.495 0.124
H 3.040 5.823 -2.888 0.127
H 0.533 6.062 -3.965 0.090
H 1.955 6.429 -4.928 0.125
H 0.396 3.812 -4.933 0.131
H 1.090 4.702 -6.316 0.122
O -1.471 -10.220 2.870 0.122
C -1.526 -9.093 3.265 -0.490
O -1.834 -8.047 2.460 0.024
C -1.723 -6.809 3.185 -0.153
C -1.861 -7.195 4.650 -0.161
C -1.250 -8.593 4.672 -0.076
H -0.750 -6.365 2.963 0.128
H -2.503 -6.128 2.851 0.111
H -1.383 -6.488 5.326 0.115
H -2.917 -7.252 4.919 0.108
H -0.170 -8.568 4.824 0.130
H -1.710 -9.248 5.407 0.124
O 5.919 1.253 -2.662 0.118
C 6.272 0.483 -3.511 -0.467
O 5.431 -0.402 -4.099 0.008
C 6.160 -1.259 -4.996 -0.148
C 7.425 -0.487 -5.343 -0.143
C 7.670 0.304 -4.060 -0.071
H 6.375 -2.195 -4.478 0.127
H 5.537 -1.469 -5.862 0.124
H 8.253 -1.130 -5.634 0.118
H 7.225 0.200 -6.167 0.118
H 8.261 -0.259 -3.339 0.105
H 8.136 1.267 -4.249 0.128
O -0.976 7.428 -4.831 0.109
C -1.462 7.310 -5.919 -0.481
O -0.973 7.946 -7.008 0.029
C -1.816 7.698 -8.148 -0.152
C -2.559 6.410 -7.822 -0.153
C -2.682 6.495 -6.302 -0.071
H -2.490 8.549 -8.268 0.127
H -1.191 7.617 -9.034 0.125
H -3.510 6.321 -8.343 0.116
H -1.944 5.550 -8.094 0.117
H -3.573 7.041 -5.990 0.132
H -2.658 5.522 -5.820 0.124
O 10.114 -0.403 -2.100 0.106
C 10.278 0.696 -1.652 -0.489
O 10.458 1.791 -2.421 0.024
C 10.733 2.936 -1.592 -0.148
C 10.164 2.584 -0.224 -0.150
C 10.351 1.068 -0.185 -0.070
H 11.814 3.089 -1.567 0.126
H 10.264 3.811 -2.036 0.125
H 10.649 3.116 0.591 0.115
H 9.100 2.823 -0.196 0.120
H 11.332 0.782 0.196 0.132
H 9.572 0.562 0.377 0.126
O -0.042 -1.517 12.008 0.125
C -0.579 -1.244 10.977 -0.488
O -0.814 0.035 10.587 0.025
C -1.562 0.051 9.361 -0.182
C -1.301 -1.303 8.713 -0.164
C -1.121 -2.203 9.933 -0.072
H -2.617 0.201 9.604 0.116
H -1.220 0.885 8.751 0.120
H -2.095 -1.619 8.040 0.085
H -0.371 -1.266 8.143 0.121
H -2.071 -2.602 10.292 0.132
H -0.421 -3.015 9.762 0.124
```

As for the net charge: 0. The value obtained for the LUMO energy is -0.772 eV. The spin multiplicity is 1. Its frontier orbital gap is 7.428 eV.

=====

DFT (wB97M-V/def2-TZVPD) results for a molecular structure, C43H63KN5OP in a non-equilibrium geometry.

```
114
Properties=species:S:1:pos:R:3:lowdin_charge:R:1
K 0.666 0.911 -0.450 0.868
C -6.157 -1.742 -0.437 -0.079
C -4.782 -2.106 -0.990 -0.366
C -4.917 -2.808 -2.348 -0.049
C -3.952 -2.967 -0.051 -0.122
C -4.562 -3.761 0.910 -0.039
C -3.824 -4.606 1.724 -0.084
C -2.448 -4.639 1.596 -0.048
C -1.787 -3.856 0.657 -0.146
C -0.270 -3.932 0.596 -0.353
C 0.411 -2.570 0.798 -0.050
C 0.213 -4.613 -0.692 -0.056
C -2.546 -3.033 -0.195 -0.167
N -1.906 -2.366 -1.243 0.121
C -1.863 -1.096 -1.300 -0.107
C -1.202 -0.359 -2.356 -0.162
C -0.572 -1.055 -3.401 -0.034
C 0.237 -0.425 -4.316 -0.121
C 0.461 0.953 -4.174 -0.101
C -0.151 1.669 -3.176 -0.078
C -1.058 1.069 -2.250 -0.440
N -1.552 1.833 -1.277 0.003
C -2.807 1.691 -0.703 -0.214
C -3.984 1.784 -1.499 -0.135
C -5.228 1.761 -0.888 -0.056
C -5.364 1.657 0.489 -0.096
C -4.225 1.569 1.266 -0.049
C -2.957 1.570 0.695 -0.163
C -1.756 1.435 1.614 -0.395
C -1.585 2.701 2.461 -0.053
C -1.862 0.199 2.517 -0.058
C -3.878 2.034 -2.993 -0.365
C -3.664 3.536 -3.219 -0.055
C -5.083 1.533 -3.788 -0.071
H -6.618 -0.996 -1.086 0.074
H -6.076 -1.313 0.564 0.079
H -6.818 -2.610 -0.395 0.074
H -4.259 -1.165 -1.161 0.106
H -5.512 -3.719 -2.246 0.084
H -3.936 -3.080 -2.741 0.072
H -5.407 -2.152 -3.071 0.071
H -5.636 -3.721 1.036 0.102
H -4.319 -5.231 2.455 0.098
H -1.864 -5.289 2.239 0.107
H 0.039 -4.560 1.436 0.124
H 0.345 -1.964 -0.104 0.048
H 1.466 -2.710 1.050 0.072
H -0.068 -2.028 1.616 0.074
H -0.184 -4.092 -1.563 0.064
H -0.128 -5.649 -0.723 0.082
H 1.305 -4.612 -0.741 0.065
H -2.263 -0.498 -0.479 0.122
H -0.735 -2.125 -3.464 0.112
H 0.709 -0.976 -5.119 0.100
H 1.102 1.465 -4.885 0.103
H -0.027 2.745 -3.113 0.110
H -6.122 1.839 -1.493 0.103
H -6.346 1.641 0.945 0.099
H -4.325 1.484 2.342 0.107
H -0.861 1.322 0.999 0.034
H -2.468 2.854 3.082 0.079
H -1.469 3.576 1.820 0.086
H -0.714 2.622 3.118 0.076
H -2.658 0.325 3.252 0.077
H -0.927 0.041 3.061 0.078
H -2.088 -0.700 1.938 0.069
H -3.002 1.514 -3.375 0.114
H -4.500 4.097 -2.796 0.082
H -3.591 3.768 -4.285 0.076
H -2.747 3.863 -2.726 0.071
H -5.969 2.142 -3.596 0.072
H -5.314 0.495 -3.536 0.070
H -4.871 1.587 -4.857 0.079
O 2.734 0.398 -0.714 -0.482
P 4.158 0.226 -1.125 0.606
N 5.156 -0.256 0.136 -0.198
C 5.990 0.701 0.868 -0.189
C 5.165 1.102 2.106 -0.149
C 4.153 -0.053 2.296 -0.151
C 4.496 -1.054 1.180 -0.199
N 4.826 1.636 -1.715 -0.195
C 4.135 2.906 -1.468 -0.190
C 3.489 3.277 -2.814 -0.138
C 4.318 2.506 -3.869 -0.145
C 5.395 1.767 -3.057 -0.185
N 4.413 -0.915 -2.299 -0.196
C 5.149 -2.167 -2.123 -0.181
C 4.066 -3.264 -2.094 -0.147
C 2.828 -2.619 -2.764 -0.148
C 3.306 -1.230 -3.206 -0.194
H 6.259 1.538 0.231 0.100
H 6.908 0.189 1.173 0.117
H 4.646 2.044 1.924 0.101
H 5.804 1.232 2.979 0.103
H 3.133 0.306 2.159 0.096
H 4.226 -0.510 3.281 0.107
H 3.619 -1.561 0.777 0.092
H 5.201 -1.809 1.542 0.121
H 4.876 3.657 -1.175 0.119
H 3.415 2.798 -0.659 0.102
H 3.503 4.354 -2.975 0.109
H 2.452 2.942 -2.836 0.083
H 4.764 3.166 -4.611 0.106
H 3.688 1.785 -4.394 0.092
H 6.302 2.376 -2.987 0.117
H 5.660 0.795 -3.460 0.104
H 5.764 -2.126 -1.229 0.100
H 5.802 -2.305 -2.991 0.117
H 3.839 -3.548 -1.066 0.094
H 4.399 -4.157 -2.620 0.105
H 2.014 -2.508 -2.048 0.086
H 2.459 -3.203 -3.605 0.112
H 2.527 -0.475 -3.143 0.081
H 3.688 -1.256 -4.233 0.125
```

As for the net charge: 0. As for the energy above the lowest of the compared OMol25 structures with the same formula, charge and spin: 79.7 kJ/mol. The value obtained for the LUMO energy is 0.054 eV. The spin multiplicity is 1. Its frontier orbital gap is 6.528 eV.